ORCA calculation (ωB97M-V/def2-TZVPD) on one molecule with the formula C19H17N3O3.

Orbital gap in eV: 8.9
SMILES string: O=C([C@@H]1COc2ccccc2O1)N1CCn2c(nc3ccccc32)C1
Highest occupied orbital energy in eV: -8.250
Net charge: 0
Energy above the lowest of the compared OMol25 structures with the same formula, charge and spin in kJ/mol: 83.0

Each line ends with the Mulliken charge.
CARTESIAN COORDINATES (ANGSTROEM)
O 2.4217 0.9103 -0.6517  -0.655
C 1.4453 1.3287 -0.0688  0.688
N 1.1037 0.8820 1.1647  0.068
C -0.0461 1.2369 1.9651  -0.762
C -0.8869 0.0256 2.2132  0.628
N -2.1222 0.0295 2.6190  -0.865
C -2.4683 -1.2942 2.7451  0.597
C -3.6621 -1.8793 3.1500  -0.699
C -3.7190 -3.2566 3.1826  -0.408
C -2.6255 -4.0469 2.8222  -0.577
C -1.4307 -3.4878 2.4154  -0.919
C -1.3654 -2.1045 2.3842  0.499
N -0.3617 -1.2253 2.0566  0.297
C 0.9577 -1.5108 1.5561  -0.461
C 1.8205 -0.2561 1.7092  -1.157
H 2.7541 -0.3670 1.1567  0.474
H 2.0346 -0.0660 2.7653  0.358
H 1.3881 -2.3472 2.1144  0.439
H 0.8984 -1.7892 0.4961  0.301
H -0.5877 -4.1014 2.1349  0.386
H -2.7185 -5.1218 2.8633  0.385
H -4.6313 -3.7429 3.4944  0.381
H -4.5045 -1.2668 3.4271  0.426
H -0.6573 2.0103 1.5059  0.284
H 0.3052 1.6263 2.9332  0.245
C 0.5318 2.3902 -0.7051  -0.097
C -0.7044 1.6945 -1.3092  -0.446
H -1.3174 2.4598 -1.8081  0.326
O -0.3059 0.7130 -2.2309  -0.472
C 0.6636 1.1511 -3.1072  0.831
C 0.9038 0.4087 -4.2539  -0.773
C 1.8532 0.8285 -5.1660  -0.476
C 2.5627 1.9970 -4.9414  -0.487
C 2.3437 2.7316 -3.7922  -0.971
C 1.4045 2.3085 -2.8623  0.594
O 1.2211 3.0641 -1.7285  -0.418
H 2.8963 3.6337 -3.5844  0.437
H 3.2972 2.3323 -5.6574  0.379
H 2.0339 0.2450 -6.0556  0.380
H 0.3317 -0.4922 -4.4092  0.422
H -1.3062 1.1838 -0.5551  0.425
H 0.2480 3.1647 0.0124  0.390

Forces on atoms 1 to 3 (eV/Å):
O 0.069 0.008 -0.137
C 0.014 0.418 -0.098
N 0.057 -0.279 0.389